Record 1
A 9-piece molecular cluster, C4H27N3O9 overall at a distorted geometry, computed with ωB97M-V with the def2-TZVPD basis set.

**HOMO energy**: -8.86 eV
**Energy relative to the best compared isomer or geometry (same formula, charge and spin)**: 21.37 kcal/mol
**Electronic energy**: -27485.395 eV
**Frontier orbital gap**: 9.25 eV

ORCA input file:
```
! wB97M-V def2-TZVPD RIJCOSX def2/J DEFGRID3
* xyz 0 1
C -3.025 -1.546 0.900
N -2.593 -0.130 1.003
C -2.263 0.387 -0.338
C -2.190 1.918 -0.289
N -1.340 2.528 0.737
C -0.019 2.799 0.495
N 0.383 3.406 -0.664
O 0.849 2.587 1.359
H -3.836 -1.502 0.170
H -2.264 -2.247 0.574
H -3.552 -1.794 1.813
H -1.769 -0.044 1.584
H -3.000 0.120 -1.086
H -1.264 0.048 -0.619
H -1.966 2.306 -1.275
H -3.216 2.232 -0.097
H -1.462 2.013 1.612
H 1.198 3.966 -0.489
H -0.293 3.688 -1.349
O 0.167 -2.409 0.225
H -0.081 -1.530 -0.085
H 1.002 -2.226 0.690
O -0.502 -1.309 -3.832
H -0.144 -0.773 -3.117
H 0.032 -1.015 -4.579
O 2.040 0.064 1.724
H 1.262 0.625 1.640
H 2.909 0.447 1.644
O 0.783 0.462 -1.288
H 1.399 1.198 -1.319
H 1.273 -0.335 -1.533
O 2.596 -2.604 1.943
H 2.229 -1.727 2.174
H 2.005 -3.203 2.417
O -0.691 1.189 3.209
H 0.086 1.759 3.132
H -1.313 1.511 3.866
O 2.919 -1.483 -1.917
H 3.320 -1.482 -1.044
H 2.354 -2.272 -1.977
O 1.078 -3.418 -2.699
H 0.378 -3.071 -3.291
H 0.472 -3.673 -1.984
*
```

Record 2
C12H8Br2F5NO4ReTe as an isolated structure at a distorted geometry, computed with ωB97M-V with the def2-TZVPD basis set.

**HOMO energy (alpha / beta)**: -14.39 / -14.21 eV
**Energy relative to the best compared isomer or geometry (same formula, charge and spin)**: 65.32 kcal/mol
**<S²>**: 0.77
**Electronic energy**: -185329.918 eV
**Frontier orbital gap (alpha / beta)**: 2.61 / 2.64 eV

ORCA input file:
```
! wB97M-V def2-TZVPD RIJCOSX def2/J DEFGRID3
* xyz 2 2
Re -0.222 1.170 0.791
O -2.002 -1.132 5.585
C -1.329 -0.417 4.735
C -0.296 0.488 5.084
C 0.348 1.243 4.119
N -0.062 1.083 2.870
C -0.993 0.244 2.509
Br -2.112 2.622 0.524
C -1.688 -0.556 3.356
H -1.770 -1.017 6.522
H 0.002 0.604 6.116
H 1.141 1.943 4.354
H -2.465 -1.243 3.067
F 1.825 -0.203 0.511
Te 2.899 1.517 0.316
F 3.254 1.227 2.176
F 4.335 0.333 0.089
F 3.952 2.995 -0.039
F 2.679 1.219 -1.556
O 1.417 2.460 0.744
Br -3.226 -2.919 -5.156
C -1.704 -1.971 -4.584
C -0.559 -1.918 -5.401
C 0.533 -1.185 -4.987
C 0.509 -0.503 -3.767
C -0.618 -0.613 -2.929
C -1.731 -1.330 -3.329
C -0.591 0.045 -1.600
O 0.111 1.066 -1.391
O -1.246 -0.402 -0.615
H -0.545 -2.436 -6.349
H 1.412 -1.133 -5.614
H 1.347 0.108 -3.455
H -2.605 -1.389 -2.696
*
```

Record 3
A 6-piece molecular cluster, C2H14N2O7 overall at a distorted geometry, computed with ωB97M-V with the def2-TZVPD basis set.

**HOMO energy**: -10.45 eV
**Electronic energy**: -19613.965 eV
**Frontier orbital gap**: 10.79 eV

ORCA input file:
```
! wB97M-V def2-TZVPD RIJCOSX def2/J DEFGRID3
* xyz 0 1
N 0.971 -0.687 -1.759
C 1.049 -0.566 -0.372
O 1.352 0.464 0.151
N 0.644 -1.745 0.279
C 0.648 -3.098 -0.094
O 0.805 -3.458 -1.241
H 0.738 -1.469 -2.344
H 1.538 0.002 -2.300
H 0.452 -1.553 1.311
H 0.448 -3.818 0.640
O -2.542 0.887 -0.540
H -2.162 1.513 -1.125
H -2.280 1.444 0.262
O -2.682 -1.081 -2.289
H -2.688 -1.629 -1.518
H -3.050 -0.335 -1.962
O 1.441 2.715 -0.653
H 2.007 1.951 -0.744
H 1.978 3.504 -0.786
O 0.538 0.056 3.387
H 1.521 0.071 3.598
H 0.332 0.856 2.926
O -0.597 1.798 1.904
H -0.372 1.601 0.987
H -0.089 2.575 2.281
*
```

Record 4
A 4-piece molecular cluster, C35H63N6O6PS overall at a distorted geometry, computed with ωB97M-V with the def2-TZVPD basis set.

**HOMO energy (alpha / beta)**: -9.84 / -10.72 eV
**<S²>**: 3.76
**Electronic energy**: -78655.573 eV
**Frontier orbital gap (alpha / beta)**: 5.54 / 6.42 eV

ORCA input file:
```
! wB97M-V def2-TZVPD RIJCOSX def2/J DEFGRID3
* xyz 1 4
C 5.270 -0.656 2.410
O 4.889 -1.629 1.399
C 4.013 -1.162 0.510
O 4.275 -1.010 -0.635
C 2.602 -0.911 0.980
C 2.081 -1.745 1.959
C 0.775 -1.571 2.367
N 0.022 -0.606 1.830
P -1.721 -0.525 2.433
N -2.529 -0.059 1.038
O -1.672 0.848 3.304
C 0.516 0.233 0.912
C 1.815 0.118 0.454
N 2.301 1.025 -0.526
C 2.996 1.923 -0.068
S 3.849 3.108 0.410
H 5.668 -1.230 3.238
H 4.381 -0.115 2.731
H 6.015 0.012 1.992
H 2.687 -2.523 2.393
H 0.346 -2.211 3.121
H -2.920 0.877 1.163
H -3.325 -0.687 0.966
H -0.878 0.802 3.855
H -0.123 1.004 0.502
C -4.608 4.487 0.212
C -3.066 4.491 0.134
C -2.535 5.881 -0.239
C -2.656 6.229 -1.718
C -2.025 5.131 -2.569
C -2.616 3.752 -2.280
N -2.593 3.432 -0.816
O -1.396 3.063 -0.483
C -4.048 3.701 -2.848
C -1.847 2.700 -3.074
C -2.615 4.195 1.562
H -5.109 4.336 -0.738
H -4.957 3.689 0.871
H -4.971 5.431 0.617
H -1.477 5.944 0.038
H -3.049 6.633 0.362
H -3.703 6.383 -1.990
H -2.150 7.176 -1.912
H -2.149 5.362 -3.628
H -0.946 5.115 -2.381
H -4.564 2.792 -2.532
H -4.015 3.696 -3.936
H -4.658 4.561 -2.584
H -0.779 2.715 -2.861
H -1.955 2.882 -4.143
H -2.226 1.696 -2.868
H -2.889 3.182 1.866
H -3.104 4.892 2.241
H -1.540 4.311 1.691
C 6.884 -5.765 5.034
C 7.082 -4.261 5.323
C 8.309 -4.028 6.214
C 8.086 -4.328 7.692
C 6.862 -3.578 8.203
C 5.606 -3.880 7.387
N 5.836 -3.677 5.919
O 5.785 -2.407 5.668
C 5.149 -5.321 7.694
C 4.461 -2.996 7.872
C 7.388 -3.660 3.954
H 6.333 -6.304 5.797
H 6.333 -5.907 4.103
H 7.849 -6.261 4.926
H 8.619 -2.981 6.124
H 9.143 -4.622 5.838
H 7.981 -5.405 7.850
H 8.965 -4.023 8.262
H 6.681 -3.827 9.250
H 7.068 -2.503 8.173
H 4.349 -5.631 7.020
H 4.763 -5.376 8.711
H 5.951 -6.054 7.644
H 4.706 -1.937 7.822
H 4.236 -3.227 8.912
H 3.557 -3.169 7.284
H 6.530 -3.721 3.281
H 8.211 -4.208 3.496
H 7.698 -2.617 4.018
C -4.859 -1.545 -8.224
C -4.782 -0.022 -7.978
C -3.452 0.365 -7.320
C -3.379 0.077 -5.823
C -4.575 0.703 -5.110
C -5.911 0.247 -5.693
N -5.958 0.434 -7.174
O -6.196 1.681 -7.432
C -6.145 -1.226 -5.300
C -7.048 1.008 -5.017
C -4.800 0.587 -9.377
H -5.202 -2.125 -7.374
H -5.548 -1.764 -9.040
H -3.880 -1.935 -8.503
H -3.284 1.437 -7.466
H -2.635 -0.141 -7.835
H -3.333 -1.000 -5.641
H -2.453 0.494 -5.417
H -4.533 0.463 -4.044
H -4.497 1.792 -5.182
H -7.009 -1.637 -5.823
H -6.343 -1.295 -4.230
H -5.288 -1.870 -5.483
H -6.938 2.087 -5.114
H -7.060 0.777 -3.952
H -8.014 0.724 -5.436
H -5.758 0.420 -9.869
H -4.023 0.116 -9.979
H -4.604 1.658 -9.367
*
```

Record 5
C24H45ClFNO7PtS2Si as an isolated structure at a distorted geometry, computed with ωB97M-V with the def2-TZVPD basis set.

**HOMO energy**: -14.27 eV
**Electronic energy**: -89453.043 eV
**Frontier orbital gap**: 2.30 eV

ORCA input file:
```
! wB97M-V def2-TZVPD RIJCOSX def2/J DEFGRID3
* xyz 2 1
C -2.339 5.215 -1.176
C -1.048 6.030 -0.957
C 0.104 5.675 -1.917
C 1.186 4.773 -1.274
C 1.302 3.461 -2.047
C 2.287 2.419 -1.491
C 1.817 1.500 -0.345
Cl 1.840 2.406 1.140
C 0.508 0.636 -0.538
S 0.590 0.082 -2.284
C -0.663 1.615 -0.213
C -1.979 1.403 -0.889
O -2.966 1.031 -0.376
F -1.962 1.771 -2.167
C 0.307 -0.679 0.335
C -0.561 -1.716 -0.413
C -1.474 -2.546 0.486
O -2.258 -1.669 1.249
Si -3.909 -2.044 1.394
C -4.111 -3.721 2.179
C -4.739 -2.046 -0.277
C -4.626 -0.697 2.457
C 1.532 -1.332 1.096
C 1.864 -2.780 0.686
C 2.470 -2.884 -0.717
C 2.313 -4.269 -1.340
C 2.258 -4.212 -2.860
O 3.486 -3.806 -3.446
N 1.375 -1.300 2.538
C 0.293 -2.087 3.114
C 1.424 0.019 3.171
C 2.717 0.480 3.736
O 0.390 0.627 3.266
O 2.847 -0.651 0.937
S 3.239 0.332 -0.164
O 4.421 1.001 0.270
O 3.459 -0.361 -1.479
H -2.292 4.589 -2.062
H -2.543 4.563 -0.327
H -3.201 5.869 -1.243
H -0.733 5.882 0.073
H -1.281 7.086 -1.033
H -0.344 5.153 -2.759
H 0.544 6.597 -2.278
H 0.879 4.596 -0.250
H 2.137 5.295 -1.301
H 1.661 3.712 -3.042
H 0.297 3.079 -2.189
H 2.693 1.845 -2.319
H 3.135 2.970 -1.087
H 0.204 1.203 -2.897
H -0.865 1.600 0.853
H -0.363 2.632 -0.442
H -0.348 -0.366 1.144
H 0.003 -2.357 -1.082
H -1.257 -1.171 -1.047
H -0.931 -3.246 1.116
H -2.082 -3.164 -0.181
H -5.164 -3.983 2.153
H -3.776 -3.715 3.213
H -3.537 -4.480 1.651
H -5.783 -1.769 -0.165
H -4.297 -1.300 -0.931
H -4.676 -2.996 -0.802
H -4.971 -1.072 3.415
H -3.895 0.089 2.633
H -5.451 -0.228 1.929
H 1.012 -3.432 0.794
H 2.597 -3.104 1.419
H 3.536 -2.674 -0.652
H 1.986 -2.166 -1.374
H 3.129 -4.904 -1.007
H 1.380 -4.729 -1.017
H 1.977 -5.184 -3.251
H 1.470 -3.515 -3.152
H 3.424 -2.870 -3.652
H 0.366 -3.134 2.851
H 0.371 -2.018 4.194
H -0.697 -1.711 2.855
H 3.047 -0.193 4.521
H 2.561 1.474 4.136
H 3.480 0.541 2.968
Pt 5.210 -0.969 -2.060
*
```

Record 6
C21H47F5IrOSb3Si3Te as an isolated structure at a distorted geometry, computed with ωB97M-V with the def2-TZVPD basis set.

**HOMO energy (alpha / beta)**: -15.48 / -15.67 eV
**Energy relative to the best compared isomer or geometry (same formula, charge and spin)**: 26.73 kcal/mol
**<S²>**: 0.91
**Electronic energy**: -91523.842 eV
**Frontier orbital gap (alpha / beta)**: 5.03 / 5.12 eV

ORCA input file:
```
! wB97M-V def2-TZVPD RIJCOSX def2/J DEFGRID3
* xyz 3 2
Ir -0.869 -1.529 0.194
C 2.487 -1.447 3.291
Sb 0.676 -0.351 2.912
C 1.054 1.123 4.484
C -0.766 -1.733 4.089
C -0.617 -3.061 3.555
C 0.202 -3.982 4.222
C 0.341 -5.280 3.771
C -0.290 -5.670 2.592
C -1.064 -4.767 1.886
C -1.272 -3.454 2.345
C -2.154 -2.564 1.608
Sb 0.015 -2.723 -1.954
C -1.066 -3.320 -3.709
C 1.530 -4.220 -1.777
H 2.361 -2.485 2.998
H 2.716 -1.379 4.351
H 3.289 -0.997 2.715
H 0.964 0.608 5.433
H 0.353 1.948 4.455
H 2.067 1.497 4.383
H -1.737 -1.272 3.970
H -0.377 -1.605 5.088
H 0.698 -3.677 5.131
H 0.933 -5.985 4.329
H -0.178 -6.685 2.245
H -1.559 -5.080 0.977
H -2.699 -1.858 2.233
H -2.856 -3.132 0.995
H -1.606 -4.226 -3.474
H -0.353 -3.520 -4.501
H -1.769 -2.553 -4.016
H 1.066 -5.181 -1.593
H 2.209 -3.975 -0.967
H 2.073 -4.241 -2.719
F 1.611 -1.389 0.372
Te 1.182 0.082 -1.127
F 1.306 -1.673 -3.189
F -0.569 0.342 -2.413
F 2.533 0.999 0.047
F 1.402 2.025 -1.883
O -0.026 0.750 0.108
C -3.202 1.495 2.161
Si -3.361 1.679 0.258
C -4.400 3.149 -0.355
C -3.528 0.059 -0.749
Sb -0.826 2.639 -0.421
Si 1.953 4.375 0.366
C 1.986 3.531 2.061
C 0.853 5.909 0.171
C 3.291 4.051 -0.920
Si 0.892 1.044 -4.553
C -0.122 2.629 -4.320
C 2.742 0.881 -4.231
C 0.004 -0.261 -5.587
H -4.092 1.039 2.588
H -3.094 2.471 2.634
H -2.339 0.887 2.440
H -5.442 3.016 -0.086
H -4.355 3.260 -1.435
H -4.064 4.081 0.090
H -4.487 -0.429 -0.585
H -2.731 -0.661 -0.455
H -3.424 0.253 -1.816
H 1.073 3.696 2.632
H 2.817 3.911 2.652
H 2.138 2.461 1.937
H 0.005 5.918 0.853
H 0.474 6.024 -0.841
H 1.440 6.799 0.390
H 3.582 3.002 -0.912
H 4.183 4.640 -0.717
H 2.949 4.296 -1.925
H 0.327 3.306 -3.596
H -1.129 2.388 -3.980
H -0.209 3.160 -5.264
H 3.258 1.840 -4.270
H 3.198 0.226 -4.975
H 2.924 0.441 -3.248
H -1.046 -0.351 -5.318
H 0.473 -1.238 -5.502
H 0.044 0.030 -6.633
*
```